1.
The molecule C16H21N3O3 in a non-equilibrium geometry, computed with the ωB97M-V functional and the def2-TZVPD basis.

HOMO (eV): -8.12
LUMO (eV): 0.31
Structure (SMILES): CC(C)[C@H](N)C(=O)N[C@@H](Cc1c[nH]c2ccccc12)C(=O)O
E (eV): -27545.6718
Orbital gap (Ha): 0.31003
Maximum force (eV Å⁻¹): 3.0
Relative energy (zero: lowest compared OMol25 entry of this formula, charge and spin) (kcal/mol): 57.5
Net charge: 0
2S+1: 1

Each line ends with the Mulliken charge.
CARTESIAN COORDINATES (ANGSTROEM)
C1 -2.00 3.95 -2.08  -1.35
C2 -0.92 3.44 -1.08  0.46
C3 0.28 2.86 -1.77  -1.47
C4 -1.54 2.51 0.04  0.17
N1 -2.65 3.16 0.68  -0.68
C5 -0.31 2.22 1.01  0.00
O1 0.50 3.08 1.19  -0.59
N2 -0.24 0.96 1.62  -0.03
C6 -1.05 -0.19 1.32  -0.24
C7 -0.57 -0.79 -0.08  -0.19
C8 0.80 -1.34 0.14  0.53
C9 1.91 -0.65 0.36  -0.57
N3 3.04 -1.44 0.26  0.01
C10 2.68 -2.75 0.06  -0.57
C11 3.35 -3.95 -0.16  -0.88
C12 2.60 -5.08 -0.41  -0.51
C13 1.24 -5.05 -0.61  -0.69
C14 0.52 -3.86 -0.45  -0.34
C15 1.24 -2.72 -0.07  0.78
C16 -1.01 -1.17 2.48  0.36
O2 -0.30 -0.99 3.41  -0.55
O3 -1.85 -2.28 2.37  -0.50
H1 -2.77 4.44 -1.50  0.36
H2 -2.50 3.12 -2.54  0.34
H3 -1.83 4.77 -2.86  0.34
H4 -0.56 4.29 -0.47  0.30
H5 0.73 3.60 -2.43  0.41
H6 -0.02 1.98 -2.41  0.22
H7 1.02 2.47 -1.12  0.41
H8 -1.95 1.63 -0.45  0.22
H9 -2.91 2.70 1.56  0.26
H10 -2.38 4.11 0.91  0.30
H11 0.27 0.94 2.50  0.33
H12 -2.17 0.06 1.20  0.41
H13 -0.53 0.07 -0.73  -0.17
H14 -1.22 -1.53 -0.55  0.48
H15 1.96 0.40 0.63  0.54
H16 3.96 -1.15 0.45  0.22
H17 4.40 -4.08 -0.19  0.42
H18 3.11 -6.01 -0.56  0.38
H19 0.68 -5.93 -0.91  0.38
H20 -0.57 -3.82 -0.51  0.29
H21 -2.45 -1.98 1.70  0.41

2.
A structure of composition C16H21N3O3PdS in a non-equilibrium geometry, computed with the ωB97M-V functional and the def2-TZVPD basis.

HOMO (alpha / beta) (eV): -22.80 / -22.75
LUMO (alpha / beta) (eV): -13.17 / -17.26
E (eV): -41808.8022
Orbital gap (alpha / beta) (Ha): 0.35382 / 0.20167
Maximum force (eV Å⁻¹): 5.1
Net charge: +4
2S+1: 5

Each line ends with the Mulliken charge.
CARTESIAN COORDINATES (ANGSTROEM)
N1 0.66 -1.61 -1.09  0.05
C1 1.35 -2.29 -1.69  0.13
C2 2.21 -3.12 -2.49  -1.09
H1 3.27 -2.92 -2.27  0.35
H2 2.04 -2.94 -3.57  0.36
H3 2.01 -4.19 -2.29  0.37
N2 -2.86 -0.08 -0.40  -0.16
C3 -3.97 0.00 -0.66  0.38
C4 -5.35 0.14 -1.02  -1.03
H4 -5.47 0.17 -2.11  0.34
H5 -5.77 1.07 -0.60  0.35
H6 -5.93 -0.71 -0.63  0.37
N3 0.22 1.13 1.67  0.01
C5 0.69 1.82 2.45  0.14
C6 1.27 2.73 3.40  -0.99
H7 0.70 2.70 4.35  0.36
H8 1.26 3.76 3.02  0.36
H9 2.31 2.45 3.62  0.34
Pd1 -0.77 -0.44 0.30  0.31
C7 -1.91 -0.41 2.09  0.44
O1 -2.56 -0.42 3.04  -0.07
C8 -1.59 -2.40 0.09  0.43
O2 -2.06 -3.44 0.00  -0.05
C9 0.05 0.99 -2.98  -0.45
C10 1.14 1.41 -2.24  -0.28
C11 0.98 2.41 -1.24  -0.30
C12 -0.27 2.95 -1.00  -0.46
C13 -1.39 2.51 -1.76  -0.48
C14 -1.23 1.54 -2.73  -0.52
H10 0.15 0.27 -3.75  0.54
H11 2.12 1.04 -2.43  0.61
H12 1.84 2.74 -0.71  0.63
H13 -0.42 3.71 -0.27  0.54
H14 -2.34 2.95 -1.57  0.56
H15 -2.05 1.21 -3.32  0.56
C15 2.17 -2.08 3.04  -1.19
S1 1.07 -1.49 1.70  1.14
C16 2.47 -0.54 0.86  -1.01
O3 0.69 -2.88 1.26  -0.20
H16 2.56 -1.26 3.57  0.49
H17 2.96 -2.68 2.54  0.47
H18 1.57 -2.73 3.65  0.48
H19 3.13 -1.27 0.43  0.53
H20 2.07 0.13 0.10  0.06
H21 2.97 0.07 1.62  0.57

3.
The molecule C16H21N3O3S in a non-equilibrium geometry, computed with the ωB97M-V functional and the def2-TZVPD basis.

HOMO (eV): -8.11
LUMO (eV): 0.49
Structure (SMILES): CSCC[C@H](N)C(=O)N[C@@H](Cc1c[nH]c2ccccc12)C(=O)O
E (eV): -38375.1509
Orbital gap (Ha): 0.31589
Maximum force (eV Å⁻¹): 6.2
Relative energy (zero: lowest compared OMol25 entry of this formula, charge and spin) (kcal/mol): 182.5
Net charge: 0
2S+1: 1

Each line ends with the Mulliken charge.
CARTESIAN COORDINATES (ANGSTROEM)
C1 -3.99 1.39 4.99  -0.69
S1 -4.27 -0.30 4.20  -0.12
C2 -4.74 0.18 2.45  -0.67
C3 -3.72 -0.35 1.33  -0.84
C4 -2.49 0.59 1.49  0.54
N1 -2.83 2.27 1.36  -0.74
C5 -1.68 0.55 0.26  -0.34
O1 -2.13 0.54 -0.91  -0.65
N2 -0.28 0.61 0.61  0.04
C6 0.73 0.69 -0.33  -0.14
C7 0.50 -0.19 -1.59  -1.68
C8 1.73 -0.56 -2.43  0.45
C9 2.23 -0.14 -3.63  -1.19
N3 3.53 -0.79 -4.04  -0.19
C10 3.80 -1.78 -3.10  -0.30
C11 5.05 -2.37 -2.75  -0.49
C12 5.18 -3.08 -1.47  -0.53
C13 4.19 -2.94 -0.48  -0.35
C14 3.01 -2.27 -0.73  -0.05
C15 2.78 -1.52 -2.02  0.62
C16 0.84 2.30 -0.55  0.36
O2 0.45 3.13 0.20  -0.50
O3 1.55 2.43 -1.77  -0.40
H1 -3.20 0.99 5.79  0.27
H2 -3.44 1.95 4.21  0.25
H3 -4.99 1.89 5.45  0.24
H4 -5.77 -0.19 2.28  0.40
H5 -4.72 1.42 2.44  0.29
H6 -3.34 -1.42 1.31  0.32
H7 -4.04 -0.34 0.37  0.52
H8 -2.03 0.49 2.52  0.23
H9 -1.79 2.56 1.35  0.33
H10 -3.12 2.45 0.42  0.34
H11 -0.02 0.66 1.57  0.33
H12 1.62 0.38 0.16  0.69
H13 0.11 -1.07 -1.17  0.70
H14 -0.21 0.23 -2.18  0.73
H15 1.89 0.46 -4.30  0.75
H16 4.02 -0.88 -5.06  0.32
H17 5.77 -2.58 -3.71  0.17
H18 6.08 -3.42 -0.88  0.29
H19 4.04 -3.48 0.46  0.32
H20 2.23 -1.77 0.04  0.02
H21 1.44 3.28 -2.19  0.32

4.
The molecule C16H21N3O4 in a non-equilibrium geometry, computed with the ωB97M-V functional and the def2-TZVPD basis.

HOMO (eV): -9.41
LUMO (eV): -0.60
Structure (SMILES): N/C(=N\OC(=O)CCC1CCCCC1)c1cccc([N+](=O)[O-])c1
E (eV): -29589.8346
Orbital gap (Ha): 0.32367
Maximum force (eV Å⁻¹): 1.4
Relative energy (zero: lowest compared OMol25 entry of this formula, charge and spin) (kcal/mol): 127.6
Net charge: 0
2S+1: 1

Each line ends with the Mulliken charge.
CARTESIAN COORDINATES (ANGSTROEM)
N1 -0.55 3.13 -0.26  -0.44
C1 -0.38 1.85 -0.65  0.44
N2 -0.09 0.82 0.05  -0.78
O1 0.11 0.83 1.43  0.07
C2 -0.65 1.46 2.32  0.58
O2 -1.54 2.24 2.07  -0.72
C3 -0.25 1.02 3.71  -0.88
C4 -0.72 -0.43 3.98  -0.61
C5 0.41 -1.34 4.45  0.42
C6 -0.14 -2.66 5.02  -1.29
C7 -0.72 -3.56 3.93  -0.54
C8 0.33 -3.86 2.87  -0.80
C9 0.86 -2.57 2.26  -0.40
C10 1.43 -1.65 3.34  -1.01
C11 -0.44 1.56 -2.10  0.66
C12 -1.37 2.20 -2.92  -0.63
C13 -1.43 1.93 -4.28  -0.67
C14 -0.56 1.01 -4.84  -0.47
C15 0.35 0.36 -4.02  -0.16
N3 1.26 -0.61 -4.60  1.04
O3 2.09 -1.10 -3.87  -0.60
O4 1.13 -0.85 -5.78  -0.63
C16 0.42 0.62 -2.66  -0.28
H1 -0.84 3.80 -0.95  0.23
H2 -0.88 3.29 0.69  0.23
H3 0.83 1.08 3.79  0.43
H4 -0.70 1.72 4.42  0.37
H5 -1.50 -0.41 4.74  0.43
H6 -1.16 -0.83 3.07  0.27
H7 0.94 -0.82 5.26  0.35
H8 -0.90 -2.45 5.77  0.41
H9 0.68 -3.19 5.51  0.42
H10 -1.58 -3.08 3.47  0.32
H11 -1.07 -4.49 4.39  0.35
H12 -0.10 -4.49 2.09  0.36
H13 1.16 -4.41 3.33  0.33
H14 0.06 -2.05 1.72  0.19
H15 1.64 -2.79 1.54  0.34
H16 1.77 -0.72 2.88  0.23
H17 2.29 -2.13 3.80  0.52
H18 -2.07 2.91 -2.50  0.42
H19 -2.15 2.43 -4.90  0.41
H20 -0.58 0.78 -5.89  0.48
H21 1.13 0.10 -2.03  0.61

5.
The molecule C16H21N3OS, computed with the ωB97M-V functional and the def2-TZVPD basis.

HOMO (eV): -8.24
LUMO (eV): 0.76
Structure (SMILES): CCOc1ccc(CNCCCSc2ncccn2)cc1
E (eV): -34285.3828
Orbital gap (Ha): 0.33072
Maximum force (eV Å⁻¹): 0.6
Relative energy (zero: lowest compared OMol25 entry of this formula, charge and spin) (kcal/mol): 44.7
Net charge: 0
2S+1: 1

Each line ends with the Mulliken charge.
CARTESIAN COORDINATES (ANGSTROEM)
C1 -4.38 -1.50 1.55  -1.22
C2 -3.74 -0.39 0.72  -0.46
O1 -2.97 -0.89 -0.36  -0.39
C3 -1.70 -1.34 -0.13  0.53
C4 -1.02 -1.79 -1.26  -0.73
C5 0.30 -2.18 -1.17  -0.49
C6 0.98 -2.15 0.05  0.81
C7 2.45 -2.49 0.10  -1.28
N1 3.31 -1.65 -0.71  -0.17
C8 4.01 -0.53 -0.12  -0.96
C9 3.26 0.81 -0.01  -0.20
C10 2.29 0.81 1.15  0.65
S1 1.24 2.30 1.30  -0.27
C11 0.07 2.03 0.03  0.37
N2 0.40 1.23 -0.97  -0.08
C12 -0.49 1.08 -1.93  -0.26
C13 -1.72 1.71 -1.90  -0.60
C14 -1.96 2.52 -0.80  -0.21
N3 -1.07 2.69 0.16  -0.60
C15 0.26 -1.78 1.18  -1.14
C16 -1.06 -1.37 1.10  0.06
H1 -3.62 -2.13 2.01  0.32
H2 -5.00 -2.13 0.91  0.32
H3 -5.00 -1.07 2.32  0.39
H4 -3.14 0.28 1.35  0.36
H5 -4.52 0.20 0.23  0.41
H6 -1.54 -1.81 -2.20  0.48
H7 0.82 -2.51 -2.06  0.47
H8 2.81 -2.47 1.13  0.35
H9 2.58 -3.52 -0.27  0.43
H10 2.83 -1.35 -1.55  0.26
H11 4.36 -0.84 0.87  0.40
H12 4.90 -0.36 -0.74  0.34
H13 2.72 0.99 -0.94  0.17
H14 3.99 1.62 0.12  0.32
H15 1.59 -0.02 1.06  -1.00
H16 2.81 0.75 2.10  0.51
H17 -0.19 0.44 -2.75  0.53
H18 -2.45 1.57 -2.68  0.41
H19 -2.90 3.05 -0.67  0.45
H20 0.74 -1.81 2.15  0.24
H21 -1.55 -1.05 2.01  0.48